DFT (ωB97M-V with the def2-TZVPD basis set) results for a cluster of 10 separate species, C40H76F6N14O14S6 in total at a distorted geometry.

Computed properties:
Total energy   -173534.5552 eV
LUMO level   -4.64 eV
Charge   +2
HOMO level   -10.661 eV

Last column: Mulliken charge in e.
CARTESIAN COORDINATES (ANGSTROEM)
S1 0.703 2.679 -7.351  0.86
S2 2.384 -0.628 4.645  0.98
S3 0.953 -1.615 6.284  1.02
S4 -0.035 -0.311 0.471  0.02
S5 -0.293 -1.164 -1.820  0.49
S6 2.374 1.679 -6.011  0.92
F1 -0.435 3.790 -6.943  -0.34
F2 1.292 -2.710 7.462  -0.34
F3 2.396 0.809 -4.614  -0.23
F4 1.222 -0.130 1.453  -0.36
F5 3.764 0.180 4.618  -0.41
F6 0.339 -0.404 -3.093  -0.24
O1 2.386 0.617 -6.993  -0.63
O2 -0.726 -1.449 1.119  0.06
O3 -0.125 1.747 -8.109  -0.56
O4 -0.305 -2.570 -2.276  -0.64
O5 2.612 -1.585 3.534  -0.49
O6 -0.544 1.075 0.508  -0.20
O7 -1.570 -0.422 -1.833  -0.22
O8 0.224 -2.387 5.248  -0.26
O9 0.194 -0.733 7.140  -0.59
O10 1.409 0.436 4.449  -0.23
O11 -4.095 -4.018 0.784  -0.74
O12 3.574 2.521 -5.994  -0.65
O13 -3.155 -6.065 1.161  -0.73
O14 1.575 3.530 -8.101  -0.56
N1 2.637 -1.135 6.074  -0.61
N2 1.081 2.296 -5.797  0.25
N3 -1.121 -4.979 3.724  0.49
N4 -3.156 -1.195 -4.573  0.24
N5 -3.498 0.153 2.141  0.37
N6 0.740 -4.722 2.509  0.66
N7 3.748 -3.548 -2.422  0.33
N8 4.325 -2.193 -0.660  0.64
N9 1.943 3.346 3.172  0.40
N10 -1.267 4.288 -2.654  1.36
N11 0.862 -0.790 -0.856  0.49
N12 1.647 3.948 5.369  0.24
N13 -2.619 0.345 4.179  0.36
N14 -1.472 -1.269 -6.067  0.26
C1 4.208 -1.202 0.370  0.27
C2 -2.529 -4.853 4.101  -0.78
C3 1.167 4.022 -2.889  -0.13
C4 -3.461 -1.110 2.726  -0.69
C5 -3.901 0.397 0.766  -0.86
C6 -2.490 -2.010 -5.553  -0.24
C7 -2.224 5.283 -2.108  -0.92
C8 -2.920 -1.027 4.001  -0.42
C9 -1.485 -0.020 -5.399  -0.58
C10 0.769 -2.233 -6.477  -0.68
C11 2.947 -5.334 1.349  -1.58
C12 1.646 -4.413 1.411  0.50
C13 -0.474 -1.639 -7.096  -0.37
C14 1.062 3.920 4.066  -0.39
C15 -3.318 -4.999 0.494  0.59
C16 0.577 2.883 -2.036  1.02
C17 2.910 3.415 5.159  -0.21
C18 -1.957 3.431 -3.707  -1.11
C19 1.750 3.272 1.734  -0.59
C20 5.189 -3.292 -0.693  -0.13
C21 -2.584 0.748 6.587  -1.29
C22 -1.839 0.907 5.254  0.75
C23 -2.734 6.439 -3.009  -0.31
C24 -2.395 -4.802 -0.684  -0.47
C25 -3.723 7.382 -2.353  -1.33
C26 -0.602 -4.415 2.588  -0.81
C27 5.509 -0.599 0.898  -1.49
C28 4.895 -4.053 -1.796  -0.94
C29 -4.191 -1.638 -3.671  -0.63
C30 -0.880 3.269 -1.637  -0.88
C31 -2.508 0.062 -4.474  -0.70
C32 -2.946 1.024 3.029  -0.37
C33 1.088 4.227 6.669  -0.64
C34 0.982 -5.623 3.536  -0.39
C35 -0.003 4.993 -3.147  -1.17
C36 3.069 -4.162 -3.554  -0.80
C37 3.125 3.038 3.878  -0.58
C38 -0.152 3.380 6.937  -0.83
C39 -0.175 -5.694 4.331  -0.73
C40 3.512 -2.307 -1.814  -0.02
H1 2.471 2.536 1.379  0.17
H2 3.630 -0.343 0.028  0.01
H3 0.517 2.020 -2.700  -0.81
H4 0.158 2.342 7.054  0.22
H5 2.658 -1.664 -1.970  0.06
H6 0.733 2.971 1.480  0.10
H7 -4.240 -2.719 -3.539  0.38
H8 0.659 -3.291 -6.239  0.44
H9 -4.207 7.909 -3.176  0.37
H10 1.023 -4.674 0.555  0.13
H11 -2.778 -1.716 4.820  0.53
H12 -1.482 2.361 -1.684  0.11
H13 -2.565 -3.064 -5.777  0.47
H14 -3.314 1.242 0.403  -0.01
H15 -2.841 0.803 -3.763  0.73
H16 -2.870 -5.349 -1.498  0.46
H17 -0.890 0.371 5.287  -0.47
H18 3.485 -5.306 0.401  0.21
H19 -1.384 -5.181 -0.537  0.14
H20 -0.812 3.713 -0.643  0.39
H21 -1.658 5.776 -1.317  0.46
H22 -2.663 2.043 2.812  0.40
H23 -3.928 -1.937 2.212  0.64
H24 5.947 -3.359 0.074  0.45
H25 -4.069 -1.082 -2.741  0.07
H26 1.872 -3.347 1.440  -0.07
H27 -0.331 -6.383 5.148  0.55
H28 1.629 -2.101 -7.133  0.44
H29 -3.660 -0.418 0.084  0.38
H30 -4.918 0.780 0.681  0.47
H31 2.172 -3.613 -3.840  0.18
H32 -2.486 -4.645 5.170  0.43
H33 3.972 2.499 3.480  0.35
H34 -0.112 5.340 -4.174  0.54
H35 6.182 -0.094 0.205  0.37
H36 2.793 -5.170 -3.243  0.36
H37 -1.792 6.927 -3.260  0.26
H38 -1.604 1.952 5.054  -0.05
H39 3.652 -5.025 2.121  0.43
H40 -0.859 -2.330 -7.846  0.45
H41 -2.134 1.451 7.287  0.31
H42 -2.971 -4.119 3.426  0.05
H43 -1.215 -3.828 1.920  0.36
H44 0.879 5.289 6.795  0.31
H45 -0.162 -0.717 -7.589  0.05
H46 -2.248 -3.759 -0.963  -0.12
H47 -0.653 0.656 -5.526  0.23
H48 -1.262 2.712 -4.140  0.21
H49 -3.206 6.007 -3.892  0.35
H50 -4.527 6.903 -1.794  0.36
H51 -0.585 3.593 7.915  0.47
H52 3.739 -1.565 1.284  0.14
H53 2.806 -6.409 1.463  0.48
H54 -2.386 -0.257 6.960  0.39
H55 0.065 4.230 3.787  0.44
H56 -0.950 3.493 6.204  0.29
H57 -3.134 4.792 -1.762  0.39
H58 -5.186 -1.413 -4.054  0.35
H59 2.115 4.477 -2.602  0.42
H60 1.165 2.588 -1.167  0.08
H61 6.006 -1.442 1.378  0.42
H62 1.935 4.257 1.306  0.41
H63 -2.997 -5.830 3.988  0.31
H64 -3.662 0.890 6.510  0.40
H65 3.507 3.319 6.054  0.47
H66 1.409 3.613 -3.870  -0.30
H67 5.212 -5.016 -2.167  0.51
H68 -2.261 4.144 -4.474  0.43
H69 0.056 5.966 -2.660  0.50
H70 5.255 0.136 1.662  0.25
H71 1.862 3.912 7.369  0.32
H72 3.800 -4.150 -4.362  0.38
H73 0.885 -1.755 -5.504  -0.10
H74 1.887 -6.166 3.767  0.49
H75 -3.163 8.115 -1.773  0.35
H76 -2.855 3.020 -3.246  0.38


DFT (ωB97M-V with the def2-TZVPD basis set) results for a structure of composition C40H77AsF6NO18S9 at a distorted geometry.

Computed properties:
Total energy   -255737.4865 eV
LUMO level   1.68 eV
Charge   -1
HOMO level   -6.533 eV

Last column: Mulliken charge in e.
CARTESIAN COORDINATES (ANGSTROEM)
As1 0.238 0.045 -0.416  2.49
S1 -4.203 -1.523 -4.234  1.13
S2 4.154 -0.075 -3.203  1.01
S3 0.873 5.253 -1.011  1.31
S4 -4.789 0.872 1.851  1.40
S5 5.044 2.034 0.253  1.04
S6 0.877 2.864 -4.586  0.89
S7 0.044 -5.394 -0.827  1.12
S8 0.566 3.246 4.858  1.04
S9 -5.598 -4.845 1.410  1.19
F1 0.764 -0.884 -1.806  -0.80
F2 -0.156 0.815 1.119  -0.43
F3 1.499 1.206 -0.654  -0.37
F4 1.421 -0.948 0.462  -0.53
F5 -0.929 0.995 -1.282  -0.42
F6 -0.978 -1.215 -0.163  -0.34
O1 -0.163 4.469 4.608  -0.67
O2 -0.577 -6.093 0.299  -0.76
O3 5.736 0.837 -0.210  -0.76
O4 -5.188 -0.002 0.770  -0.66
O5 3.862 1.292 -2.891  -0.46
O6 -4.744 0.437 3.232  -0.73
O7 0.033 5.576 -2.145  -0.74
O8 3.585 -0.629 -4.417  -0.69
O9 -4.347 -0.179 -4.761  -0.63
O10 2.162 4.688 -1.270  -0.55
O11 -5.380 -2.320 -3.943  -0.70
O12 -5.310 -6.098 2.104  -0.70
O13 1.240 3.710 -5.709  -0.77
O14 -0.697 -4.898 -1.987  -0.54
O15 -6.919 -4.248 1.460  -0.69
O16 4.136 2.762 -0.573  -0.26
O17 1.650 2.831 -3.363  -0.25
O18 1.949 3.102 4.488  -0.58
N1 0.001 -1.598 3.004  1.11
C1 4.281 1.573 1.872  -0.10
C2 0.369 2.850 6.648  -0.78
C3 0.772 1.171 -5.242  0.18
C4 5.900 3.343 2.430  -0.50
C5 -3.148 -2.477 -5.412  -0.81
C6 -0.098 4.256 0.162  -0.62
C7 -3.221 1.710 1.496  0.48
C8 -4.280 -3.693 1.850  -0.80
C9 0.250 4.837 1.530  0.43
C10 -5.065 -5.034 -0.304  -1.05
C11 -1.188 1.263 5.520  -0.37
C12 0.348 6.382 1.392  -1.08
C13 -0.417 1.830 4.307  1.04
C14 2.439 -4.615 -0.103  -0.72
C15 -1.579 1.856 -4.875  0.06
C16 6.355 3.062 1.006  -1.00
C17 -0.629 1.163 -5.877  -1.09
C18 1.461 -6.385 -1.464  -1.18
C19 -0.004 -3.465 4.211  -0.79
C20 -3.365 3.193 1.831  -0.10
C21 -0.936 2.127 6.761  -0.87
C22 -3.579 -4.706 -0.254  -0.33
C23 6.039 -1.933 -2.766  -0.92
C24 5.921 -0.479 -3.223  -0.80
C25 2.616 -5.377 -1.425  -0.45
C26 -1.311 -2.981 4.154  -0.77
C27 -4.812 3.568 1.492  -0.83
C28 -0.895 3.044 -4.243  -0.13
C29 5.082 -2.000 -1.555  -0.33
C30 0.788 -2.628 3.457  -0.78
C31 -5.795 2.413 1.810  -0.87
C32 -1.946 -2.912 -4.587  -0.85
C33 3.780 -1.259 -1.857  0.24
C34 1.022 -4.049 -0.070  0.89
C35 1.046 6.710 0.092  -0.91
C36 -3.044 -1.655 -2.806  0.21
C37 5.331 1.984 2.889  -0.77
C38 -1.703 -1.908 -3.451  1.99
C39 -3.395 -3.465 0.604  0.94
C40 -1.266 -1.792 3.482  -0.70
H1 -2.373 1.137 1.863  -0.32
H2 -0.988 0.157 -6.102  0.33
H3 2.123 6.770 0.257  0.30
H4 6.736 3.733 3.005  0.38
H5 -3.641 -2.505 0.153  0.23
H6 -3.140 1.651 0.404  0.03
H7 0.525 -3.920 0.888  -0.09
H8 -1.140 4.418 -0.127  0.52
H9 -2.212 -3.461 4.502  0.55
H10 0.723 7.583 -0.467  0.44
H11 -0.654 6.816 1.422  0.33
H12 -3.060 -0.736 -2.227  0.60
H13 5.067 4.048 2.372  0.25
H14 5.714 -2.629 -3.539  0.34
H15 0.043 3.174 0.122  0.04
H16 -3.008 -1.912 -6.334  0.35
H17 -2.116 -3.898 -4.145  0.23
H18 -3.293 3.285 2.920  0.32
H19 -1.304 -0.979 -3.874  -1.25
H20 -3.679 -4.214 2.592  0.28
H21 3.575 -5.891 -1.372  0.53
H22 0.734 0.496 -4.385  -0.44
H23 6.150 1.257 2.902  0.38
H24 -0.959 1.542 7.685  0.42
H25 1.145 2.110 6.871  0.32
H26 -5.047 3.782 0.446  0.34
H27 -3.184 -4.537 -1.259  0.01
H28 7.059 -2.163 -2.465  0.41
H29 0.817 6.689 2.327  0.44
H30 2.638 -5.216 0.789  0.41
H31 5.620 -1.682 -0.667  0.29
H32 -2.269 1.221 5.392  0.20
H33 0.377 -4.366 4.666  0.42
H34 -6.525 2.404 1.006  0.36
H35 -0.953 -2.263 -2.748  -0.73
H36 -1.248 4.057 -4.395  0.53
H37 -4.718 -2.785 2.263  0.39
H38 -1.793 2.790 6.921  0.32
H39 1.608 0.917 -5.881  0.59
H40 -0.879 0.229 5.666  0.27
H41 -5.657 -4.331 -0.893  0.38
H42 -6.325 2.500 2.756  0.35
H43 3.972 0.533 1.890  0.36
H44 3.148 -3.797 0.052  0.29
H45 0.252 1.057 3.936  0.08
H46 -3.009 -5.548 0.138  0.40
H47 -3.796 -3.278 -5.775  0.47
H48 6.412 -0.239 -4.165  0.57
H49 3.435 2.231 2.084  -0.12
H50 1.577 -7.070 -0.617  0.41
H51 -1.059 -3.070 -5.203  0.56
H52 -3.242 -2.616 -2.328  -0.65
H53 -1.008 2.147 3.450  -0.92
H54 0.600 3.741 7.225  0.49
H55 4.929 2.070 3.899  0.33
H56 -0.752 1.700 -6.823  0.37
H57 -2.032 -1.048 3.315  0.70
H58 1.211 -7.006 -2.317  0.45
H59 2.529 -4.752 -2.313  0.23
H60 -2.594 3.814 1.387  -0.26
H61 -0.843 2.865 -3.165  -0.20
H62 0.890 -3.184 -0.718  -0.75
H63 -5.030 4.527 1.967  0.42
H64 -0.560 4.497 2.171  0.01
H65 2.925 -1.837 -2.192  0.45
H66 -2.568 2.073 -5.280  0.47
H67 -1.798 1.076 -4.139  -0.50
H68 6.513 3.928 0.365  0.42
H69 1.187 4.384 1.855  0.03
H70 4.770 -3.041 -1.414  0.19
H71 0.336 -0.838 2.437  -0.30
H72 -5.337 -6.032 -0.644  0.52
H73 1.816 -2.729 3.149  0.46
H74 7.235 2.422 0.974  0.35
H75 -2.389 -3.414 1.025  -0.72
H76 6.339 0.219 -2.493  0.20
H77 3.474 -0.679 -0.989  -0.63


DFT (ωB97M-V with the def2-TZVPD basis set) results for a cluster of 8 separate species, C40H77NO19S7 in total at a distorted geometry.

Computed properties:
Total energy   -158964.1812 eV
LUMO level   0.31 eV
SMILES string   C=CC(=O)OCCCCCCOC(=O)OCCN.O=S1(=O)CCCC1.O=S1(=O)CCCC1.O=S1(=O)CCCC1.O=S1(=O)CCCC1.O=S1(=O)CCCC1.O=S1(=O)CCCC1.O=S1(=O)CCCC1
HOMO level   -8.805 eV

Last column: Mulliken charge in e.
CARTESIAN COORDINATES (ANGSTROEM)
S1 0.996 3.026 -1.740  0.93
S2 -1.603 4.614 -5.193  1.12
S3 -7.767 -5.007 -0.378  1.26
S4 -7.190 3.022 -2.026  1.05
S5 -5.301 -1.333 1.286  1.12
S6 9.285 -1.654 1.769  1.12
S7 8.294 0.055 -2.813  1.12
O1 -7.665 1.956 -1.174  -0.52
O2 6.189 -0.161 4.597  -0.65
O3 -0.945 -2.135 7.101  -0.57
O4 -2.910 -2.130 5.960  -0.35
O5 -8.093 3.709 -2.916  -0.74
O6 -7.523 -5.245 1.020  -0.68
O7 8.806 1.116 -1.979  -0.67
O8 0.634 4.343 -2.206  -0.69
O9 -8.153 -3.698 -0.855  -0.72
O10 8.128 -2.515 1.788  -0.59
O11 6.950 0.110 -3.337  -0.66
O12 -2.236 4.180 -3.966  -0.54
O13 4.452 -0.502 3.111  -0.16
O14 10.318 -1.815 0.771  -0.70
O15 -4.157 -0.478 1.049  -0.61
O16 -1.570 -0.239 5.969  -0.36
O17 1.278 2.792 -0.347  -0.52
O18 -1.219 3.648 -6.194  -0.74
O19 -5.135 -2.741 1.566  -0.62
N1 -4.054 -4.236 4.135  -0.55
C1 -5.760 2.437 -2.940  -0.68
C2 -1.752 -1.545 6.369  0.57
C3 5.304 -3.320 3.232  -0.56
C4 -8.936 -6.233 -0.979  -0.73
C5 8.540 -1.516 -2.003  -0.23
C6 1.194 0.163 2.569  -0.78
C7 -7.270 0.312 1.803  -0.54
C8 -3.249 -2.001 4.571  -0.01
C9 2.567 0.892 2.504  -0.49
C10 10.052 -1.622 -3.911  -0.63
C11 10.048 -1.634 3.385  -0.72
C12 10.376 -0.163 3.625  -0.70
C13 -2.077 7.189 -5.339  -0.55
C14 1.967 0.940 -2.990  -0.59
C15 -8.171 -7.084 -2.001  -0.59
C16 -0.230 1.840 -2.296  0.14
C17 9.429 -0.245 -4.175  -0.67
C18 3.524 0.470 3.629  -0.67
C19 -0.547 7.059 -5.341  -0.77
C20 -0.212 5.668 -4.790  -0.38
C21 -6.363 -5.594 -1.316  -0.67
C22 -6.311 4.212 -1.022  -0.80
C23 9.033 -2.442 -3.108  -0.80
C24 -4.870 3.709 -1.018  -0.49
C25 -6.689 -7.056 -1.604  -0.63
C26 5.449 -2.428 4.295  -0.36
C27 -6.482 -1.123 -0.044  0.25
C28 -7.729 -0.501 0.586  -0.75
C29 5.366 -0.933 4.050  0.67
C30 -6.306 -0.594 2.566  -0.73
C31 -2.608 5.892 -5.943  -0.82
C32 -4.572 3.280 -2.462  0.20
C33 0.472 0.962 -3.340  -0.71
C34 9.148 0.623 3.146  -0.42
C35 -0.379 1.196 4.393  -0.82
C36 -0.006 1.080 2.899  -0.49
C37 2.352 2.390 -2.719  -0.78
C38 -0.362 -0.122 5.172  -0.46
C39 8.749 0.060 1.776  -0.56
C40 -2.973 -3.279 3.795  -0.50
H1 3.280 2.504 -2.164  0.46
H2 -8.289 -6.657 -2.998  0.30
H3 -9.260 -6.821 -0.122  0.36
H4 -6.393 5.179 -1.517  0.37
H5 9.351 1.691 3.083  0.39
H6 -3.645 2.722 -2.532  -0.17
H7 9.309 -1.997 4.099  0.33
H8 -2.438 7.295 -4.314  0.26
H9 -6.051 -7.458 -2.389  0.35
H10 11.253 0.122 3.041  0.32
H11 9.261 0.568 0.959  0.37
H12 -3.711 -4.945 4.764  0.21
H13 0.045 -0.039 -3.356  0.39
H14 -6.691 -2.094 -0.483  -0.08
H15 -2.991 -3.116 2.715  0.33
H16 -4.432 -4.667 3.305  0.18
H17 8.200 -2.734 -3.751  0.33
H18 2.566 0.515 -3.794  0.42
H19 10.594 0.027 4.675  0.37
H20 -4.776 2.850 -0.348  0.17
H21 -4.470 4.159 -3.092  0.05
H22 5.972 -4.180 3.132  0.23
H23 1.004 -0.259 1.571  0.31
H24 10.321 -2.115 -4.845  0.35
H25 -1.414 1.567 4.441  0.43
H26 -5.954 2.560 -4.003  0.39
H27 2.445 1.979 2.511  0.42
H28 3.039 0.625 1.550  0.27
H29 0.680 5.247 -5.246  0.35
H30 -0.173 7.156 -6.362  0.32
H31 -2.412 8.057 -5.905  0.39
H32 -1.077 2.385 -2.711  -0.39
H33 2.987 0.032 4.486  0.26
H34 10.170 0.550 -4.192  0.35
H35 -6.534 -7.655 -0.704  0.30
H36 -6.035 -0.463 -0.786  -0.17
H37 -0.075 7.838 -4.745  0.35
H38 9.300 -1.375 -1.236  -0.09
H39 -8.108 0.615 2.429  0.43
H40 2.392 2.969 -3.641  0.29
H41 0.491 -0.131 5.867  0.32
H42 -0.872 0.807 2.281  0.33
H43 2.131 0.337 -2.094  0.22
H44 -3.657 5.700 -5.727  0.41
H45 -2.434 5.853 -7.018  0.33
H46 -9.787 -5.720 -1.418  0.33
H47 -2.784 -1.118 4.108  0.17
H48 8.327 0.485 3.853  0.02
H49 5.654 -2.790 5.302  0.40
H50 -0.276 -1.005 4.528  0.42
H51 4.089 1.328 4.019  0.32
H52 0.276 2.089 2.564  0.28
H53 -6.312 -5.009 -2.234  0.38
H54 -4.332 -1.833 4.513  0.12
H55 -5.664 -0.065 3.267  0.46
H56 -6.766 4.256 -0.035  0.45
H57 10.966 -1.507 -3.326  0.29
H58 -4.181 4.478 -0.674  0.39
H59 0.334 1.393 -4.335  0.26
H60 -6.754 1.216 1.470  0.10
H61 4.564 -3.119 2.453  0.25
H62 -0.105 5.672 -3.711  0.30
H63 -8.562 -8.100 -2.032  0.32
H64 -5.631 1.381 -2.709  0.30
H65 -6.835 -1.401 3.074  0.42
H66 9.475 -3.348 -2.697  0.36
H67 1.293 -0.698 3.238  0.55
H68 7.605 -1.838 -1.549  0.56
H69 8.849 -0.230 -5.095  0.35
H70 -5.458 -5.450 -0.730  0.38
H71 10.919 -2.285 3.380  0.45
H72 -8.409 -1.291 0.913  0.27
H73 0.228 1.958 4.893  0.33
H74 -0.547 1.265 -1.427  0.49
H75 -8.259 0.114 -0.131  0.50
H76 -2.016 -3.746 4.059  0.40
H77 7.674 0.091 1.613  0.39